[1]
The following is a quantum chemistry calculation of C47H59BN9O3S3Zr as an isolated structure at a distorted geometry, from the OMol25 dataset.

Structure (XYZ):
```
123
C47H59BN9O3S3Zr ωB97M-V/def2-TZVPD
Zr -1.6876 0.0143 -1.7646
C 3.9182 -0.8225 -3.2383
C 3.5504 -1.1802 -1.8358
C 4.4497 -1.6918 -0.9518
C 4.0709 -2.0464 0.3709
N 2.8513 -1.8438 0.7839
N 1.9626 -1.3342 -0.0912
B 0.5708 -1.2096 0.4847
N 0.2738 0.2689 0.9444
N 1.4471 0.8344 1.2784
C 1.4537 1.9338 1.9842
C 0.2402 2.5430 2.3776
C -0.9581 2.0069 2.0104
C -2.2618 2.6394 2.3762
C -0.9158 0.8021 1.2551
S -2.3983 0.0664 0.7233
C 2.7951 2.5261 2.3731
C 2.8245 2.7261 3.8958
C 3.9364 1.6015 1.9619
C 2.9467 3.8824 1.6675
N 0.1561 -2.1406 1.6474
N 0.4625 -2.1064 2.9282
C -0.1191 -3.0277 3.6722
C -1.0211 -3.9677 3.1029
C -1.3641 -3.9522 1.7716
C -2.3295 -4.8975 1.1331
C -0.7090 -2.9457 1.0540
S -0.5632 -2.4125 -0.6333
C 0.2126 -3.0685 5.1506
C 0.8972 -4.4133 5.4441
C -1.0878 -2.9533 5.9593
C 1.1521 -1.9249 5.5286
C 2.2094 -1.0226 -1.3652
S 0.9734 -0.5339 -2.4760
C 5.0542 -2.7068 1.3196
C 6.3026 -1.8222 1.4533
C 5.4485 -4.0642 0.7186
C 4.4259 -2.9215 2.6951
H 4.9740 -1.0113 -3.4161
H 3.7082 0.2294 -3.4368
H 3.3325 -1.4072 -3.9490
H 5.4735 -1.8503 -1.2645
H 0.2654 3.4523 2.9640
H -2.0952 3.5821 2.8923
H -2.8394 1.9832 3.0296
H -2.8700 2.8181 1.4887
H 2.6228 1.7921 4.4237
H 2.1089 3.4771 4.2323
H 3.8144 3.0711 4.1929
H 3.8492 0.6292 2.4486
H 4.8834 2.0530 2.2581
H 3.9578 1.4393 0.8830
H 2.1205 4.5586 1.8997
H 3.0081 3.7573 0.5842
H 3.8664 4.3652 1.9980
H -1.4579 -4.7155 3.7527
H -2.4744 -5.7805 1.7514
H -1.9739 -5.2175 0.1531
H -3.3024 -4.4177 1.0085
H 0.2479 -5.2642 5.2311
H 1.1569 -4.4602 6.5014
H 1.8161 -4.5249 4.8660
H -1.7778 -3.7758 5.7653
H -1.6023 -2.0130 5.7527
H -0.8503 -2.9782 7.0224
H 2.0924 -1.9789 4.9796
H 1.3730 -1.9879 6.5935
H 0.6982 -0.9522 5.3328
H 6.8186 -1.6890 0.5015
H 7.0070 -2.2945 2.1377
H 6.0551 -0.8385 1.8524
H 5.9451 -3.9596 -0.2473
H 4.5778 -4.7102 0.5907
H 6.1450 -4.5680 1.3888
H 4.1165 -1.9785 3.1477
H 5.1579 -3.3939 3.3498
H 3.5499 -3.5695 2.6373
C -4.1014 -2.3207 -1.3639
O -3.7841 -0.9735 -1.7764
C -4.6372 -0.3839 -2.7212
C -5.7508 -1.0073 -3.2489
C -6.5470 -0.3025 -4.1449
C -6.2298 0.9987 -4.5031
C -5.1060 1.6108 -3.9713
C -4.3036 0.9160 -3.0778
N -3.1198 1.4752 -2.4858
N -3.1652 2.7627 -2.4352
C -2.1929 3.5322 -1.9519
C -0.9648 3.0246 -1.4533
O -0.7753 1.7251 -1.4329
C 0.0390 3.8841 -0.9960
C -0.1810 5.2367 -1.0287
C -1.3900 5.8115 -1.4971
C -1.5658 7.2110 -1.4990
C -2.7395 7.7562 -1.9480
C -3.7647 6.9140 -2.4026
C -3.6164 5.5449 -2.4131
C -2.4230 4.9692 -1.9649
H -5.1054 -2.3372 -0.9455
H -3.3778 -2.5752 -0.5980
H -4.0183 -2.9969 -2.2135
H -6.0266 -2.0138 -2.9730
H -7.4238 -0.7824 -4.5569
H -6.8572 1.5390 -5.1980
H -4.8394 2.6213 -4.2460
H 0.9709 3.4622 -0.6465
H 0.5989 5.9067 -0.6841
H -0.7620 7.8430 -1.1431
H -2.8803 8.8278 -1.9520
H -4.6920 7.3499 -2.7502
H -4.4235 4.9158 -2.7590
C -2.0743 0.4926 -5.9610
N -1.4296 -0.8125 -5.8294
C -0.9338 -1.4151 -7.0733
C -1.3263 -1.4427 -4.7015
O -1.7712 -1.0204 -3.5854
H -2.9973 0.3791 -6.5290
H -1.4022 1.1607 -6.4963
H -2.3030 0.8975 -4.9813
H -1.7702 -1.5734 -7.7516
H -0.4517 -2.3645 -6.8576
H -0.2170 -0.7375 -7.5324
H -0.8367 -2.4154 -4.7272
```

**Frontier orbital gap**: 6.2872 eV
**E_LUMO**: -8.527 eV
**Spin multiplicity**: 1
**Total charge**: +3
**DFT total energy**: -103696.752 eV
**Highest occupied orbital energy**: -14.814 eV
**F_max**: 1.299 eV/Å
**Energy relative to the best compared isomer or geometry (same formula, charge and spin)**: 0.0 kJ/mol

=====

[2]
The following is a quantum chemistry calculation of C47H59CaGeINO2P2 as an isolated structure, from the OMol25 dataset.

Structure (XYZ):
```
114
C47H59CaGeINO2P2 ωB97M-V/def2-TZVPD
Ca 0.9681 0.9151 0.0254
C -0.7782 0.1104 5.4095
C -0.4007 0.8290 4.1140
C -1.5121 1.7684 3.6314
P 0.2406 -0.1268 2.6598
C 1.4615 -1.3742 3.2929
C 0.8937 -2.5871 4.0256
C 2.5603 -0.6725 4.0903
C -1.0937 -1.1816 1.9958
C -2.3236 -1.4288 2.6032
C -3.2809 -2.2550 2.0348
C -4.6126 -2.4859 2.6989
C -2.9739 -2.8546 0.8138
C -1.7694 -2.6149 0.1860
C -0.8026 -1.7651 0.7460
N 0.3756 -1.4560 0.0648
C 1.1314 -2.4941 -0.4064
C 1.1258 -3.7903 0.1608
C 1.9525 -4.7902 -0.3076
C 2.8346 -4.5822 -1.3665
C 3.7486 -5.6754 -1.8539
C 2.8392 -3.3190 -1.9409
C 2.0173 -2.2883 -1.4962
P 1.9251 -0.6379 -2.2585
C 0.4732 -0.9024 -3.3973
C 0.7596 -1.8271 -4.5749
C -0.1739 0.4119 -3.8328
C 3.4274 -0.5239 -3.3246
C 4.6643 -0.4555 -2.4263
C 3.3484 0.7252 -4.2030
H -1.1566 0.8394 6.1325
H 0.0828 -0.3821 5.8595
H -1.5513 -0.6438 5.2664
H 0.4669 1.4618 4.3394
H -2.4356 1.2258 3.4260
H -1.2285 2.2834 2.7123
H -1.7227 2.5233 4.3935
H 1.9046 -1.7323 2.3565
H 0.4759 -2.3211 4.9974
H 1.6905 -3.3172 4.1955
H 0.1090 -3.0734 3.4452
H 2.1823 -0.2924 5.0432
H 2.9864 0.1617 3.5297
H 3.3668 -1.3750 4.3144
H -2.5525 -0.9677 3.5553
H -4.6246 -2.0669 3.7059
H -4.8427 -3.5508 2.7764
H -5.4244 -2.0175 2.1364
H -3.7012 -3.5084 0.3421
H -1.5519 -3.0758 -0.7711
H 0.4644 -3.9931 0.9944
H 1.9199 -5.7638 0.1733
H 3.1925 -6.5756 -2.1276
H 4.4767 -5.9637 -1.0911
H 4.3067 -5.3506 -2.7333
H 3.5137 -3.1386 -2.7724
H -0.2281 -1.4045 -2.7211
H 1.4341 -1.3575 -5.2953
H -0.1663 -2.0692 -5.1041
H 1.2123 -2.7630 -4.2417
H 0.4704 0.9854 -4.5013
H -0.4001 1.0506 -2.9770
H -1.1089 0.2117 -4.3636
H 3.4881 -1.4064 -3.9695
H 4.6238 0.4278 -1.7854
H 5.5686 -0.3959 -3.0386
H 4.7478 -1.3254 -1.7744
H 2.5623 0.6525 -4.9547
H 4.2974 0.8735 -4.7259
H 3.1593 1.6163 -3.5992
O -1.3510 1.5077 0.0600
C -1.1068 2.5632 -0.5709
O 0.0510 2.8419 -1.0142
C -2.2104 3.5767 -0.7997
C -1.7977 4.7084 -1.7317
Ge -0.1668 5.6467 -1.1484
C 0.0632 5.5036 0.7963
C -0.6333 6.3849 1.6256
C -0.5493 6.2872 3.0087
C 0.2529 5.3153 3.5910
C 0.9684 4.4443 2.7825
C 0.8638 4.5347 1.4012
C -0.4755 7.5706 -1.4969
C 0.5955 8.3994 -1.8349
C 0.4166 9.7604 -2.0436
C -0.8455 10.3240 -1.9186
C -1.9245 9.5182 -1.5856
C -1.7356 8.1571 -1.3795
C 1.4009 5.2081 -2.2230
C 2.6087 4.7693 -1.6871
C 3.6745 4.4315 -2.5121
C 3.5502 4.5378 -3.8893
C 2.3547 4.9807 -4.4393
C 1.2920 5.3120 -3.6101
H -2.4904 3.9600 0.1866
H -3.0808 3.0297 -1.1709
H -2.6101 5.4314 -1.8308
H -1.5928 4.3194 -2.7324
H -1.2463 7.1673 1.1910
H -1.1059 6.9777 3.6314
H 0.3242 5.2429 4.6698
H 1.6176 3.6877 3.2086
H 1.4310 3.8368 0.8018
H 1.5867 7.9726 -1.9436
H 1.2646 10.3819 -2.3054
H -0.9876 11.3855 -2.0812
H -2.9140 9.9486 -1.4871
H -2.5948 7.5467 -1.1209
H 2.7365 4.6583 -0.6184
H 4.5907 4.0655 -2.0651
H 4.3779 4.2675 -4.5341
H 2.2479 5.0622 -5.5147
H 0.3638 5.6566 -4.0564
I 3.7479 1.8916 0.9362
```

**Frontier orbital gap**: 6.5793 eV
**E_LUMO**: 2.520 eV
**Spin multiplicity**: 1
**Total charge**: -1
**DFT total energy**: -156924.050 eV
**Highest occupied orbital energy**: -4.059 eV
**F_max**: 0.151 eV/Å
**Energy relative to the best compared isomer or geometry (same formula, charge and spin)**: 0.0 kJ/mol

=====

[3]
The following is a quantum chemistry calculation of C47H60BCsN5O5 as an isolated structure at a distorted geometry, from the OMol25 dataset.

Structure (XYZ):
```
119
C47H60BCsN5O5 ωB97M-V/def2-TZVPD
Cs 0.3809 0.1222 -0.9347
C -2.3024 -1.1413 3.8510
C -1.4619 0.1024 3.8435
C -2.0424 1.3525 3.9983
C -1.2848 2.5172 3.9138
C -1.9538 3.8605 3.9914
C 0.0813 2.4098 3.7013
C 0.6971 1.1695 3.5642
C 2.1749 1.0748 3.3120
C -0.0884 0.0281 3.6390
H -2.8896 -1.2142 2.9342
H -2.9975 -1.1485 4.6920
H -1.6782 -2.0310 3.9125
H -3.1131 1.4270 4.1547
H -2.5796 4.0266 3.1126
H -1.2218 4.6658 4.0327
H -2.5952 3.9368 4.8693
H 0.6787 3.3115 3.6207
H 2.7455 1.4817 4.1491
H 2.4553 1.6359 2.4191
H 2.4813 0.0405 3.1653
H 0.3742 -0.9427 3.5044
O 0.6368 -3.0853 1.8859
C -0.4066 -4.0331 1.7679
C -1.1586 -3.9265 0.4657
C -1.3116 -5.0231 -0.3714
C -2.0246 -4.8611 -1.5539
C -2.5549 -3.6160 -1.8564
C -2.3469 -2.5729 -0.9613
N -1.6636 -2.7229 0.1699
H 0.6391 -2.5431 1.0883
H -1.1123 -3.8763 2.5936
H 0.0130 -5.0402 1.8643
H -0.8713 -5.9753 -0.1020
H -2.1575 -5.6948 -2.2311
H -3.1242 -3.4351 -2.7562
H -2.7489 -1.5864 -1.1617
C 2.1180 -4.1600 -2.1759
C 2.6639 -2.8297 -2.5603
N 2.3527 -1.6902 -1.9829
C 3.0835 -0.7130 -2.6311
C 3.8266 -1.2960 -3.6249
N 3.5552 -2.6389 -3.5561
C 4.7638 -0.8295 -4.6799
O 4.9049 0.4599 -4.8023
O 5.3254 -1.6612 -5.3724
C 3.0830 0.7455 -2.2180
O 3.5606 1.5425 -3.0659
O 2.6312 1.0277 -1.0990
H 1.0826 -4.0460 -1.8559
H 2.6811 -4.5876 -1.3452
H 2.1483 -4.8620 -3.0085
H 3.9825 -3.3100 -4.1752
H 4.2970 0.9528 -4.0967
C -2.0443 5.2709 -0.2545
C -0.5782 4.9379 -0.5229
C -0.1468 3.7182 0.2939
C -0.1821 4.8083 -1.9839
C 0.9701 5.4899 -2.3662
C 1.4755 5.4098 -3.6499
C 0.8279 4.6189 -4.5775
C -0.3214 3.9160 -4.2387
C -0.9602 3.0184 -5.2749
C 0.0327 1.9781 -5.7885
C -1.5620 3.8228 -6.4250
C -0.8419 4.0249 -2.9406
N -2.0432 3.3312 -2.6309
B -2.1425 1.9133 -2.2126
N -3.6184 1.7528 -2.3894
C -4.2148 2.9108 -2.8716
C -3.2647 3.8503 -3.0373
C -4.3725 0.5772 -2.1339
C -4.5586 -0.3881 -3.1452
C -5.3222 -1.5180 -2.8623
C -5.8903 -1.7235 -1.6211
C -5.6916 -0.7798 -0.6335
C -4.9413 0.3699 -0.8605
C -4.7914 1.3054 0.3301
C -3.3669 1.4062 0.8636
C -5.3957 2.6936 0.1252
C -3.9638 -0.3342 -4.5458
C -4.3186 0.9033 -5.3664
C -2.4605 -0.5977 -4.5461
H -2.1758 5.5062 0.8039
H -2.6937 4.4340 -0.5004
H -2.3729 6.1332 -0.8357
H 0.0116 5.7885 -0.1579
H -0.8080 2.8777 0.0816
H -0.2052 3.9384 1.3605
H 0.8746 3.4205 0.0566
H 1.4868 6.0868 -1.6247
H 2.3792 5.9401 -3.9158
H 1.2315 4.5253 -5.5772
H -1.7665 2.4809 -4.7783
H 0.8686 2.4398 -6.3140
H -0.4603 1.2944 -6.4818
H 0.4431 1.3937 -4.9645
H -0.7890 4.3641 -6.9729
H -2.2852 4.5504 -6.0560
H -2.0724 3.1631 -7.1286
H -5.2731 2.9879 -3.0616
H -3.3782 4.8634 -3.3897
H -5.4713 -2.2495 -3.6485
H -6.4796 -2.6102 -1.4256
H -6.1214 -0.9325 0.3491
H -5.3827 0.8266 1.1218
H -2.7067 1.8789 0.1390
H -2.9465 0.4231 1.0856
H -3.3614 1.9901 1.7858
H -4.7804 3.3068 -0.5286
H -5.4699 3.2017 1.0880
H -6.3967 2.6342 -0.3054
H -4.4296 -1.1821 -5.0660
H -3.8524 1.8030 -4.9812
H -5.3975 1.0692 -5.3851
H -3.9811 0.7606 -6.3958
H -1.9234 0.1868 -4.0072
H -2.0922 -0.6530 -5.5720
H -2.2277 -1.5453 -4.0537
```

**Frontier orbital gap**: 4.6746 eV
**E_LUMO**: 1.731 eV
**Spin multiplicity**: 1
**Total charge**: -1
**DFT total energy**: -68630.491 eV
**Highest occupied orbital energy**: -2.943 eV
**F_max**: 3.077 eV/Å
**Energy relative to the best compared isomer or geometry (same formula, charge and spin)**: 70.5 kJ/mol

=====

[4]
The following is a quantum chemistry calculation of C47H61BBrMgN7O2PS as an isolated structure, from the OMol25 dataset.

Structure (XYZ):
```
122
C47H61BBrMgN7O2PS ωB97M-V/def2-TZVPD
Mg -0.3139 -0.4136 -0.3399
C -0.3564 5.1375 0.7838
C 0.0999 3.8458 1.3770
C 0.2914 3.5604 2.7023
C 0.7049 2.2148 2.7500
N 0.7180 1.6970 1.5169
N 0.3641 2.7211 0.6769
B 0.4935 2.7129 -0.8679
N -0.8103 2.4207 -1.6377
N -1.6016 1.3096 -1.4945
C -2.6801 1.5264 -2.2701
C -2.5544 2.7656 -2.9174
C -1.3531 3.2906 -2.5120
C -0.7475 4.5797 -2.9743
C -3.8838 0.6160 -2.4570
C -5.0401 1.4303 -3.0540
C -3.5480 -0.4985 -3.4599
C -4.3635 0.0569 -1.1136
N 1.6762 1.8648 -1.3492
N 1.8069 0.4854 -1.2828
C 3.0147 0.2270 -1.8311
C 3.6213 1.4283 -2.2376
C 2.7628 2.4326 -1.9060
C 2.9936 3.8987 -2.0891
C 3.8179 -1.0578 -2.0149
C 3.2222 -2.3315 -1.4657
C 4.0448 -1.2502 -3.5239
C 5.1713 -0.8558 -1.3146
C 1.1519 1.5748 4.0587
C 2.4591 2.2684 4.4800
C 0.0758 1.8365 5.1240
C 1.4051 0.0720 4.0132
H -0.5647 5.8388 1.5904
H -1.2690 5.0071 0.1985
H 0.3981 5.5781 0.1300
H 0.1770 4.2512 3.5235
H 0.7542 3.8369 -1.1633
H -3.2411 3.2276 -3.6083
H -1.4530 5.0658 -3.6471
H 0.1817 4.4142 -3.5227
H -0.5282 5.2623 -2.1539
H -4.8181 1.7698 -4.0694
H -5.2798 2.3018 -2.4372
H -5.9265 0.7926 -3.1034
H -3.2725 -0.0563 -4.4235
H -4.4226 -1.1416 -3.6110
H -2.7304 -1.1227 -3.1030
H -4.6578 0.8785 -0.4488
H -3.5903 -0.5416 -0.6320
H -5.2332 -0.5891 -1.2705
H 4.5878 1.5522 -2.6993
H 3.9846 4.0374 -2.5190
H 2.9510 4.4378 -1.1414
H 2.2637 4.3514 -2.7596
H 2.2030 -2.4664 -1.7867
H 3.2433 -2.3528 -0.3820
H 3.8060 -3.1839 -1.8257
H 3.0937 -1.4419 -4.0304
H 4.6982 -2.1115 -3.6907
H 4.5065 -0.3728 -3.9842
H 5.0100 -0.6305 -0.2577
H 5.7494 -0.0429 -1.7623
H 5.7587 -1.7767 -1.3888
H 2.3509 3.3554 4.4942
H 3.2623 2.0118 3.7833
H 2.7525 1.9353 5.4811
H -0.0238 2.9007 5.3539
H 0.3349 1.3120 6.0488
H -0.8948 1.4685 4.7815
H 2.0055 -0.2316 3.1575
H 0.4639 -0.4656 4.0010
H 1.9368 -0.2198 4.9248
O 2.7719 -0.4884 1.5205
H 2.2834 0.3475 1.4455
H 2.2028 -1.1157 1.0437
S -1.8965 -2.1519 -0.9196
Br -4.9933 -1.3471 4.7181
C -3.6010 -0.9876 3.4854
C -3.6726 0.1288 2.6750
C -2.6329 0.3351 1.7852
N -1.5884 -0.4848 1.6733
C -1.5358 -1.5431 2.4757
C -2.5225 -1.8439 3.4008
H -4.5112 0.8100 2.7197
H -2.6453 1.1891 1.1152
H -0.6769 -2.1900 2.3544
H -2.4488 -2.7297 4.0157
O 0.5782 -2.1845 0.2137
P -0.1559 -3.4792 -0.2774
C -1.2859 -4.5889 0.7349
C -0.9256 -5.0411 2.0044
C -1.7873 -5.8205 2.7739
C -3.0137 -6.2101 2.2644
C -3.3699 -5.8113 0.9787
C -2.5271 -5.0015 0.2334
C -0.1441 -4.1344 -2.0145
C 0.2072 -3.3126 -3.0893
C 0.1664 -3.7796 -4.3921
C -0.2636 -5.0765 -4.6610
C -0.6271 -5.8991 -3.6078
C -0.5521 -5.4368 -2.2959
C 1.4155 -4.5165 0.2554
C 1.9782 -5.5816 -0.4507
C 3.1344 -6.2311 -0.0174
C 3.7709 -5.8350 1.1472
C 3.2434 -4.7681 1.8677
C 2.1001 -4.1234 1.4183
H 0.0411 -4.7866 2.4166
H -1.4843 -6.1321 3.7673
H -3.6857 -6.8228 2.8537
H -4.3232 -6.1179 0.5618
H -2.8354 -4.6627 -0.7463
H 0.4668 -2.2773 -2.9072
H 0.4429 -3.1199 -5.2069
H -0.3151 -5.4369 -5.6818
H -0.9670 -6.9106 -3.8022
H -0.8185 -6.1034 -1.4842
H 1.5328 -5.9126 -1.3778
H 3.5444 -7.0435 -0.6070
H 4.6725 -6.3360 1.4813
H 3.7389 -4.4245 2.7691
H 1.7515 -3.2557 1.9684
```

**Frontier orbital gap**: 6.3056 eV
**E_LUMO**: 2.243 eV
**Spin multiplicity**: 1
**Total charge**: -1
**DFT total energy**: -160551.450 eV
**Highest occupied orbital energy**: -4.062 eV
**F_max**: 0.691 eV/Å
**Energy relative to the best compared isomer or geometry (same formula, charge and spin)**: 0.0 kJ/mol